Entry 1:
{"formula": "C6H14NO", "method": "ωB97M-V/def2-TZVPD", "homo_lumo_gap_ev": 3.71, "charge": -1, "energy_ev": -9979.2173, "homo_ha": -0.1088, "spin_multiplicity": 1, "species": ["C", "N", "C", "C", "C", "C", "C", "O", "H", "H", "H", "H", "H", "H", "H", "H", "H", "H", "H", "H", "H", "H"], "coordinates": [[-1.89, -0.23, 2.76], [-1.57, 0.94, 3.14], [-0.32, -0.14, -1.34], [0.84, 0.48, -0.51], [0.65, 1.86, 0.05], [1.10, -0.49, 0.64], [0.32, -1.06, -2.49], [1.49, -0.65, -2.95], [-1.16, -1.06, 2.79], [-2.94, -0.58, 2.69], [-1.69, -0.46, 0.97], [-0.99, -0.82, -0.79], [-0.89, 0.57, -1.94], [1.78, 0.38, -1.09], [0.43, 2.59, -0.72], [-0.18, 1.93, 0.79], [1.56, 2.29, 0.49], [2.00, -0.25, 1.22], [0.28, -0.45, 1.38], [1.25, -1.53, 0.24], [0.47, -2.11, -2.11], [-0.57, -1.21, -3.22]], "lowdin_charge": [-0.405, 0.025, -0.170, -0.450, -0.110, -0.122, -0.557, -0.289, 0.062, 0.016, 0.242, 0.049, 0.090, 0.118, 0.062, 0.062, 0.067, 0.068, 0.001, 0.091, 0.068, 0.081]}



Entry 2:
{"formula": "C4H8NS", "method": "ωB97M-V/def2-TZVPD", "homo_lumo_gap_ev": 9.85, "charge": 1, "energy_ev": -16593.5137, "homo_ha": -0.5060, "spin_multiplicity": 1, "smiles": "[NH3+][C@]12CC[C@H]1S2", "species": ["N", "C", "C", "C", "C", "S", "H", "H", "H", "H", "H", "H", "H", "H"], "coordinates": [[-0.17, -1.62, 0.74], [0.50, -0.51, -0.01], [0.18, 0.90, 0.36], [0.07, 1.25, -1.16], [0.22, -0.22, -1.47], [1.88, -0.78, -1.08], [-0.02, -2.38, 0.07], [-1.23, -1.38, 0.73], [0.34, -1.66, 1.65], [0.95, 1.37, 0.85], [-0.73, 0.85, 1.04], [-0.85, 1.76, -1.36], [0.86, 1.71, -1.61], [-0.48, -0.92, -2.30]], "lowdin_charge": [0.224, -0.754, -0.109, -0.130, -0.469, 1.017, 0.158, 0.220, 0.200, 0.086, 0.149, 0.123, 0.078, 0.208]}



Entry 3:
{"formula": "C3H4BrNO", "method": "ωB97M-V/def2-TZVPD", "homo_lumo_gap_ev": [8.75, 8.74], "energy_ev": -76750.6928, "homo_ha": [-0.3386, -0.3385], "spin_multiplicity": 1, "species": ["C", "C", "C", "N", "O", "Br", "H", "H", "H", "H"], "coordinates": [[0.95, 1.49, 0.01], [-0.30, 1.19, -0.21], [-0.65, -0.31, -0.30], [0.46, -1.04, 0.28], [1.67, -0.43, 0.03], [-1.85, 2.22, -0.52], [1.64, 2.32, -0.06], [-1.53, -0.51, 0.21], [-0.85, -0.51, -1.48], [0.29, -0.95, 1.33]], "lowdin_charge": [0.113, -0.774, -0.273, -0.151, -0.135, 0.756, 0.081, 0.067, 0.168, 0.148]}



Entry 4:
{"formula": "C21H19FN2O4S", "method": "ωB97M-V/def2-TZVPD", "homo_lumo_gap_ev": 8.49, "energy_ev": -46808.6571, "homo_ha": -0.2980, "spin_multiplicity": 1, "smiles": "Cc1oc(-c2ccccc2F)nc1CSCC(=O)NCc1ccc2c(c1)OCO2", "species": ["C", "C", "O", "C", "C", "C", "C", "C", "C", "C", "F", "N", "C", "C", "S", "C", "C", "O", "N", "C", "C", "C", "C", "C", "C", "C", "O", "C", "O", "H", "H", "H", "H", "H", "H", "H", "H", "H", "H", "H", "H", "H", "H", "H", "H", "H", "H", "H"], "coordinates": [[1.15, 0.64, -4.51], [1.62, 0.60, -3.11], [1.83, -0.59, -2.52], [2.19, -0.31, -1.24], [2.44, -1.39, -0.31], [2.34, -2.72, -0.72], [2.55, -3.76, 0.16], [2.86, -3.49, 1.49], [2.96, -2.18, 1.92], [2.76, -1.14, 1.03], [2.86, 0.11, 1.48], [2.23, 0.96, -1.00], [1.87, 1.57, -2.17], [1.78, 3.04, -2.27], [0.32, 3.70, -1.37], [-1.01, 2.87, -2.28], [-1.18, 1.39, -1.98], [-1.59, 0.63, -2.84], [-0.92, 1.02, -0.72], [-1.10, -0.34, -0.25], [-1.64, -0.36, 1.15], [-0.96, -1.02, 2.16], [-1.43, -1.04, 3.47], [-2.60, -0.38, 3.73], [-3.29, 0.29, 2.72], [-2.84, 0.32, 1.42], [-4.42, 0.86, 3.24], [-4.42, 0.53, 4.61], [-3.28, -0.25, 4.91], [0.07, 0.48, -4.53], [1.62, -0.15, -5.08], [1.38, 1.60, -4.96], [2.09, -2.92, -1.76], [2.46, -4.78, -0.18], [3.02, -4.30, 2.18], [3.20, -1.94, 2.95], [2.63, 3.51, -1.77], [1.71, 3.38, -3.30], [-0.87, 3.02, -3.35], [-1.93, 3.38, -1.98], [-0.48, 1.68, -0.09], [-1.80, -0.81, -0.95], [-0.15, -0.89, -0.29], [-0.03, -1.53, 1.93], [-0.89, -1.56, 4.25], [-3.38, 0.83, 0.65], [-5.33, -0.04, 4.86], [-4.40, 1.45, 5.22]], "lowdin_charge": [0.011, -0.246, 0.126, -0.290, -0.091, -0.010, -0.078, -0.075, -0.011, -0.231, 0.086, 0.207, -0.317, -0.384, 0.884, -0.371, -0.573, 0.043, 0.067, -0.111, -0.203, -0.030, 0.016, -0.205, -0.194, 0.059, 0.037, -0.159, 0.035, 0.077, 0.089, 0.085, 0.121, 0.104, 0.106, 0.120, 0.081, 0.079, 0.087, 0.085, 0.106, 0.136, 0.108, 0.100, 0.118, 0.130, 0.139, 0.139]}



Entry 5:
{"formula": "C10H13O3", "method": "ωB97M-V/def2-TZVPD", "homo_lumo_gap_ev": 7.14, "charge": -1, "energy_ev": -16724.5146, "homo_ha": -0.1332, "spin_multiplicity": 1, "species": ["C", "C", "C", "O", "O", "H", "H", "H", "H", "H", "C", "C", "C", "C", "C", "C", "C", "O", "H", "H", "H", "H", "H", "H", "H", "H"], "coordinates": [[0.36, 3.38, -0.45], [1.55, 2.85, 0.40], [-0.88, 3.18, 0.42], [-1.57, 2.06, 0.25], [-1.31, 4.08, 1.11], [0.38, 4.45, -0.59], [0.25, 2.74, -1.32], [1.59, 3.41, 1.34], [2.46, 3.19, -0.09], [1.32, 1.83, 0.66], [1.10, -4.17, -1.92], [-0.96, -1.31, -0.50], [-0.60, -2.45, -1.22], [-0.20, -0.97, 0.65], [0.55, -3.16, -0.92], [0.67, -1.96, 1.15], [1.10, -3.03, 0.35], [-0.17, 0.24, 1.13], [-1.83, -0.72, -0.75], [-1.34, -2.75, -1.95], [-1.23, 1.14, 0.71], [1.15, -1.84, 2.11], [1.17, -3.63, -2.86], [0.42, -5.02, -2.02], [1.84, -3.72, 0.73], [2.11, -4.45, -1.60]], "lowdin_charge": [-0.157, -0.091, -0.598, -0.001, 0.042, 0.100, 0.107, 0.072, 0.060, 0.056, -0.079, -0.029, -0.098, -0.433, -0.337, -0.050, -0.085, -0.130, 0.098, 0.101, 0.079, 0.093, 0.063, 0.063, 0.094, 0.059]}



Entry 6:
{"formula": "C4H11NO", "method": "ωB97M-V/def2-TZVPD", "homo_lumo_gap_ev": 9.24, "energy_ev": -7861.6799, "homo_ha": -0.3073, "spin_multiplicity": 1, "smiles": "C=CO.CNC", "species": ["C", "C", "O", "H", "H", "H", "H", "C", "N", "C", "H", "H", "H", "H", "H", "H", "H"], "coordinates": [[-0.18, -2.74, 0.81], [0.08, -1.80, 1.71], [-0.62, -0.68, 1.64], [0.26, -3.73, 0.61], [-0.87, -2.28, 0.01], [0.74, -1.83, 2.55], [-0.56, -0.15, 0.67], [1.23, 0.85, -0.30], [-0.23, 0.72, -0.68], [-0.80, 2.00, -1.16], [1.19, 1.64, 0.45], [1.70, 1.23, -1.20], [1.69, -0.04, 0.17], [-0.48, -0.10, -1.39], [-0.28, 2.60, -1.86], [-1.68, 1.70, -1.72], [-1.20, 2.61, -0.31]], "lowdin_charge": [-0.015, -0.371, -0.117, 0.045, 0.074, 0.097, 0.094, -0.094, -0.222, -0.124, 0.082, 0.070, 0.082, 0.169, 0.058, 0.070, 0.100]}